Record 1
2 unconnected molecules or ions with the total composition C4H9NO, computed with ωB97M-V with the def2-TZVPD basis set.

The geometry in XYZ format:
```
15
Properties=species:S:1:pos:R:3:forces:R:3
C -1.3311 2.4114 -0.9684 0.03 0.14 -0.04
C 0.5553 2.1149 0.3103 -0.13 0.32 -0.23
N -0.3348 2.9371 -0.0486 0.33 0.08 0.03
H -2.2887 2.8838 -0.7571 -0.14 -0.22 0.14
H -1.0781 2.7262 -1.9843 0.12 -0.04 -0.01
H -1.3871 1.3204 -0.9284 -0.21 -0.01 -0.05
H 1.3708 2.4509 0.9460 -0.07 0.02 0.12
H 0.5610 1.0884 -0.0370 0.03 -0.45 0.08
O -1.0726 -1.7141 0.7496 0.17 -0.03 0.31
C -0.1982 -2.4343 0.1209 -0.28 0.56 -0.68
C 1.1897 -2.6480 0.6731 -0.65 -0.04 0.38
H -0.5815 -3.1013 -0.6669 0.29 -0.29 0.01
H 1.9909 -2.6414 -0.0633 0.07 -0.15 -0.13
H 1.3337 -1.8197 1.3637 0.28 0.14 0.12
H 1.2706 -3.5744 1.2905 0.16 -0.03 -0.05
```
Forces are in eV/Å.

The frontier orbital gap (alpha / beta) is 0.13085 / 0.25630 Ha. Its expectation value of S² is 0.75. Its lowest unoccupied orbital energy (alpha / beta) is 4.06 / 3.99 eV. The energy above the lowest of the compared OMol25 structures with the same formula, charge and spin comes out at 0.855 eV. The highest occupied orbital energy (alpha / beta) comes out at 0.5 / -3.0 eV. Its spin multiplicity is 2. As for the net charge: -1.

---

Record 2
A molecular structure, CH4FOP, computed with ωB97M-V with the def2-TZVPD basis set.

The geometry in XYZ format:
```
8
Properties=species:S:1:pos:R:3:forces:R:3
C -0.8012 0.2149 -0.2756 2.19 0.31 -0.80
O -0.8336 -1.1728 -0.3833 -0.44 1.70 -2.02
F 1.7167 -0.7288 0.3778 0.94 -1.23 -0.09
P 1.5816 0.7015 -0.3261 -3.10 -0.38 1.34
H -0.7582 0.7264 -1.2544 -1.29 -0.81 0.57
H -1.4528 0.6646 0.5146 1.02 -0.24 -0.60
H -0.7391 -1.6587 0.4087 0.28 -0.24 1.60
H 1.2867 1.2528 0.9384 0.40 0.89 0.00
```
Forces are in eV/Å.

The frontier orbital gap is 0.31701 Ha. Its lowest unoccupied orbital energy is 0.36 eV. The energy above the lowest of the compared OMol25 structures with the same formula, charge and spin comes out at 3.124 eV. The highest occupied orbital energy comes out at -8.3 eV. Its spin multiplicity is 1. As for the net charge: 0.

---

Record 3
A molecular structure, C16H8B3Br4O26V, computed with ωB97M-V with the def2-TZVPD basis set.

The geometry in XYZ format:
```
58
Properties=species:S:1:pos:R:3:forces:R:3
O 24.1277 -20.9993 5.7618 0.13 1.87 0.15
V 24.2748 -19.4662 6.2011 0.01 -1.50 -0.47
O 23.2031 -19.2292 7.3111 0.54 -0.04 0.04
O 31.8958 -18.1694 5.1815 -0.15 0.10 -0.06
C 30.8423 -17.9849 4.6396 1.62 -0.59 0.16
O 29.7902 -17.4219 5.1649 -1.43 -0.08 -0.07
B 28.6863 -17.4959 4.1795 1.07 0.55 -0.42
O 29.2559 -18.0855 2.9630 0.04 -0.01 0.23
C 30.5507 -18.3593 3.1758 -0.79 0.79 0.25
O 31.3359 -18.7160 2.3639 0.41 -0.49 -0.48
O 28.1660 -16.1206 3.9688 0.03 -0.68 -0.24
C 26.8871 -16.0955 4.2381 -0.37 0.25 0.84
O 26.1502 -15.1613 4.2119 -0.31 0.06 -0.13
C 26.4958 -17.5168 4.7544 1.34 -0.19 -1.05
O 27.5232 -18.2997 4.6141 -0.66 0.22 0.65
O 25.4011 -17.8576 5.1427 -1.54 -0.73 0.96
O 31.3970 -17.5708 10.2564 0.13 -0.05 0.24
C 30.8078 -18.4821 9.7610 -0.04 0.11 -0.19
O 29.5038 -18.6933 9.8201 -0.89 0.10 -0.19
B 29.1218 -19.7840 8.9126 1.57 -0.29 0.77
O 30.3902 -20.2877 8.3716 -0.37 -0.15 -0.31
C 31.3951 -19.5949 8.8748 0.36 0.72 -0.08
O 32.5589 -19.7233 8.6610 0.31 -0.49 -0.09
O 28.1608 -19.3593 7.8621 -0.39 -0.49 0.36
C 27.0651 -20.0285 8.0639 0.13 0.59 -0.08
O 26.0477 -19.9182 7.4147 -1.13 0.43 -0.73
C 27.2273 -20.9756 9.2753 0.04 -0.39 -0.33
O 28.4729 -20.8876 9.6698 -0.32 0.57 -0.20
O 26.3692 -21.6882 9.6930 -0.34 -0.13 0.19
O 22.5549 -18.6700 4.7371 0.62 -0.65 0.09
C 22.3042 -17.6497 4.1379 0.92 0.61 0.24
O 22.5511 -17.3898 2.8868 0.03 -0.82 0.16
B 22.2355 -15.9897 2.5993 0.04 0.86 -0.84
O 21.7811 -15.4244 3.8876 0.09 0.03 -0.04
C 21.8200 -16.3549 4.8174 -0.07 -0.05 -0.61
O 21.5650 -16.2582 5.9729 -0.28 0.17 0.75
O 23.3816 -15.2384 2.0155 -0.46 -0.57 0.57
C 22.9593 -14.5799 0.9493 0.46 1.04 0.15
O 23.5447 -13.6898 0.3939 -0.15 -0.55 -0.07
C 21.5344 -15.0461 0.6390 -0.26 0.17 -0.79
O 21.1778 -15.8993 1.5707 -0.17 -0.30 0.60
O 20.8691 -14.6930 -0.2954 0.05 -0.06 0.14
Br 24.1052 -16.1419 8.5432 -0.06 0.42 0.40
C 22.6509 -15.9683 9.8321 -0.59 -0.91 0.22
C 21.6479 -17.0464 9.4637 -0.16 0.11 -0.48
Br 20.1854 -17.1040 10.7731 0.14 0.08 -0.07
H 22.1802 -14.9908 9.8000 0.28 0.13 -0.29
H 22.9909 -16.1616 10.8474 0.47 0.14 -0.16
H 22.0688 -18.0455 9.4221 0.12 0.05 0.21
H 21.1998 -16.8437 8.4940 -0.09 0.03 0.06
Br 23.3295 -20.4729 1.9014 0.33 -0.41 0.10
C 24.1023 -22.2845 1.8319 -1.01 -0.11 0.41
C 23.4429 -23.1409 2.9044 0.59 0.01 0.14
Br 24.2445 -24.9630 2.8026 -0.34 0.47 -0.01
H 25.1682 -22.2312 2.0132 0.06 0.18 -0.23
H 23.8327 -22.6532 0.8496 0.36 -0.05 -0.11
H 22.3679 -23.2454 2.8145 0.02 -0.07 -0.25
H 23.6798 -22.7835 3.9026 0.03 0.01 -0.01
```
Forces are in eV/Å.

The frontier orbital gap is 0.30882 Ha. Its lowest unoccupied orbital energy is 2.44 eV. The energy above the lowest of the compared OMol25 structures with the same formula, charge and spin comes out at 0.663 eV. The highest occupied orbital energy comes out at -6.0 eV. Its spin multiplicity is 1. As for the net charge: -2.

---

Record 4
A single C19H18N3O5P molecule, computed with ωB97M-V with the def2-TZVPD basis set.

The geometry in XYZ format:
```
46
Properties=species:S:1:pos:R:3:forces:R:3
C 0.6138 5.4997 -1.1453 0.05 0.00 0.03
C -0.0579 4.2165 -0.7680 -0.08 -0.06 -0.09
C -0.5535 3.3502 -1.7331 0.05 0.07 0.16
C -1.1179 2.1360 -1.3815 -0.26 -0.19 0.15
C -1.1858 1.7744 -0.0475 0.11 0.68 -0.22
O -1.6585 0.5356 0.3533 0.04 -0.29 -0.06
P -1.4278 -0.7801 -0.5197 0.41 0.23 0.07
O -2.3704 -1.0897 -1.5857 0.14 0.05 -0.08
N 0.1629 -0.6554 -1.1250 -1.36 -0.38 -0.11
C 1.1224 0.1167 -0.5288 0.93 0.30 0.62
C 1.2584 0.1382 0.8688 0.16 0.01 -0.24
C 2.1598 1.0166 1.4160 0.30 0.25 -0.21
C 2.9093 1.8246 0.5555 -0.86 -0.98 -0.33
N 3.8005 2.8110 1.0825 0.29 0.32 0.12
O 3.9874 2.8206 2.2818 0.07 0.05 0.27
O 4.3051 3.5883 0.2972 0.16 0.19 -0.14
C 2.7700 1.6596 -0.8192 0.37 0.42 0.41
N 1.9025 0.8253 -1.3453 -0.44 -0.45 -0.22
O -1.3806 -1.7823 0.7111 -0.03 0.25 -0.05
C -1.6134 -3.1370 0.5272 -0.07 -0.76 0.03
C -1.1425 -3.8096 -0.5848 0.07 0.23 0.06
C -1.3696 -5.1698 -0.7086 -0.07 0.02 0.12
C -2.0585 -5.8720 0.2704 0.03 0.04 -0.03
C -2.3108 -7.3430 0.1422 -0.02 0.01 0.04
C -2.5181 -5.1777 1.3852 0.08 0.07 -0.13
C -2.3037 -3.8194 1.5182 0.09 0.29 -0.06
C -0.7348 2.6447 0.9355 -0.18 -0.20 -0.05
C -0.1776 3.8546 0.5704 -0.06 -0.11 -0.09
H 1.6901 5.4120 -0.9955 0.09 0.07 -0.02
H 0.4324 5.7434 -2.1883 0.01 0.08 -0.07
H 0.2581 6.3183 -0.5233 0.00 0.11 0.00
H -0.4895 3.6184 -2.7768 0.01 0.04 -0.12
H -1.5068 1.4614 -2.1302 -0.05 0.00 -0.15
H 0.1978 -0.6266 -2.1366 0.00 0.05 0.00
H 0.6430 -0.5044 1.4764 -0.01 -0.05 0.13
H 2.2958 1.1097 2.4830 -0.01 -0.01 0.03
H 3.3745 2.2314 -1.5096 0.07 0.07 0.06
H -0.6064 -3.2605 -1.3443 0.05 -0.09 -0.11
H -1.0042 -5.6878 -1.5828 0.04 -0.06 -0.09
H -1.8912 -7.7315 -0.7815 0.01 -0.08 -0.05
H -1.8662 -7.8787 0.9797 0.02 -0.11 0.01
H -3.3809 -7.5444 0.1502 -0.06 -0.09 -0.03
H -3.0571 -5.7081 2.1563 -0.06 -0.05 0.10
H -2.6669 -3.2777 2.3773 -0.03 0.07 0.10
H -0.8122 2.3554 1.9717 0.00 -0.05 0.13
H 0.1855 4.5237 1.3365 0.04 0.08 0.11
```
Forces are in eV/Å.

The frontier orbital gap is 0.30857 Ha. Its lowest unoccupied orbital energy is -0.62 eV. The highest occupied orbital energy comes out at -9.0 eV. Its SMILES is Cc1ccc(OP(=O)(Nc2ccc([N+](=O)[O-])cn2)Oc2ccc(C)cc2)cc1. Its spin multiplicity is 1. As for the net charge: 0.

---

Record 5
A single C4H8N2O2 molecule, computed with ωB97M-V with the def2-TZVPD basis set.

The geometry in XYZ format:
```
16
Properties=species:S:1:pos:R:3:forces:R:3
C 0.2522 -0.1015 -1.9604 2.29 -4.35 0.53
C 0.2255 -0.4363 -0.6869 -1.55 1.03 0.77
C 1.0233 -1.5804 -0.2349 0.41 -1.01 1.57
O 2.0888 -1.8020 -0.7318 0.05 -0.84 -0.15
O 0.5322 -2.2564 0.8825 0.18 1.82 -1.44
C -0.6911 0.3296 0.3177 -0.08 -0.96 0.96
N -0.8351 1.7132 0.0642 -0.86 2.38 -1.17
N -0.0724 0.2316 1.7092 -2.70 -0.65 0.35
H -0.1691 0.7399 -2.2842 -1.78 3.05 -1.65
H 0.7510 -0.8635 -2.6149 -0.31 1.40 0.29
H 0.1074 -1.4462 1.3142 0.40 -1.18 0.57
H -1.7559 -0.1958 0.3201 2.19 0.92 0.17
H -1.0965 2.1152 -0.8580 0.17 -1.14 0.93
H -0.1389 2.3365 0.4625 -0.04 -0.57 -0.04
H 0.6218 0.9734 1.8232 -0.41 -0.40 0.22
H -0.8432 0.2427 2.4776 2.03 0.50 -1.89
```
Forces are in eV/Å.

The frontier orbital gap is 0.37196 Ha. Its lowest unoccupied orbital energy is 0.45 eV. The energy above the lowest of the compared OMol25 structures with the same formula, charge and spin comes out at 2.607 eV. The highest occupied orbital energy comes out at -9.7 eV. Its SMILES is C=C(C(=O)O)C(N)N. Its spin multiplicity is 1. As for the net charge: 0.

---

Record 6
A single C7H10 molecule, computed with ωB97M-V with the def2-TZVPD basis set.

The geometry in XYZ format:
```
17
Properties=species:S:1:pos:R:3:forces:R:3
C -0.7164 0.4554 1.8174 0.30 0.20 0.26
C -1.6889 0.1045 0.7184 0.52 0.76 -0.57
C -0.9738 -0.9961 -0.1079 0.09 -0.01 -0.17
C 0.2387 -0.1035 -0.3598 0.23 -0.13 0.05
C 0.8745 0.0929 -1.6948 -0.01 0.09 -0.18
C 1.6711 -0.4655 -0.5412 0.31 -0.17 0.02
C -0.2145 0.9973 0.5497 1.00 -0.09 0.42
H -0.0939 -0.3450 2.2085 -0.45 -0.16 0.10
H -1.0750 1.1506 2.5682 0.18 0.07 -0.06
H -1.7170 1.0592 0.0763 -1.78 -0.58 0.23
H -1.5198 -1.2989 -1.0060 0.14 0.11 0.08
H -0.7490 -1.8992 0.4777 -0.19 0.30 -0.02
H 0.5863 -0.5936 -2.4887 0.02 0.14 0.16
H 1.0860 1.1051 -2.0301 0.02 -0.14 0.08
H 1.9234 -1.5199 -0.5388 0.07 0.08 -0.11
H 2.3976 0.1897 -0.0665 -0.06 -0.16 -0.10
H -0.0294 2.0669 0.4177 -0.41 -0.30 -0.21
```
Forces are in eV/Å.

The frontier orbital gap is 0.32851 Ha. Its lowest unoccupied orbital energy is 1.11 eV. The energy above the lowest of the compared OMol25 structures with the same formula, charge and spin comes out at 4.423 eV. The highest occupied orbital energy comes out at -7.8 eV. Its SMILES is C1[C@@H]2CC3(CC3)[C@H]12. Its spin multiplicity is 1. As for the net charge: 0.

---

Record 7
A single C6H8OS molecule, computed with ωB97M-V with the def2-TZVPD basis set.

The geometry in XYZ format:
```
16
Properties=species:S:1:pos:R:3:forces:R:3
C -0.8043 2.7647 -0.8811 0.77 -2.47 -0.13
C -0.4496 1.6029 -0.9860 -0.07 1.53 0.60
C 0.0977 0.2050 -1.0058 0.68 1.75 -1.26
O -0.8367 -0.5587 -1.6949 -0.94 -1.49 -0.28
C 0.3939 -0.3386 0.3472 0.05 0.83 1.66
C -0.8388 -0.3589 1.2456 -0.24 0.35 -1.14
C 1.4380 -1.3684 0.5025 -0.35 0.68 0.34
S 1.9563 0.2581 1.1720 -0.46 -0.18 -0.91
H -1.0952 3.7700 -0.7304 -0.14 0.24 -0.11
H 1.0168 0.2444 -1.6141 0.09 0.07 0.35
H -0.6524 -1.5034 -1.5450 -0.03 0.49 -0.17
H -0.5499 -0.5893 2.2689 -0.34 -0.54 -0.11
H -1.5506 -1.0348 0.6998 0.31 0.31 1.21
H -1.3085 0.6496 1.2595 0.36 -0.62 -0.07
H 1.9313 -1.7419 -0.3855 0.19 -0.10 0.16
H 1.2518 -2.0007 1.3473 0.10 -0.84 -0.13
```
Forces are in eV/Å.

The frontier orbital gap is 0.35462 Ha. Its lowest unoccupied orbital energy is 0.61 eV. The energy above the lowest of the compared OMol25 structures with the same formula, charge and spin comes out at 2.728 eV. The highest occupied orbital energy comes out at -9.0 eV. Its SMILES is C#C[C@H](O)[C@@]1(C)CS1. Its spin multiplicity is 1. As for the net charge: 0.

---

Record 8
A molecular structure, C4H3NO, computed with ωB97M-V with the def2-TZVPD basis set.

The geometry in XYZ format:
```
9
Properties=species:S:1:pos:R:3:forces:R:3
C -1.1944 -1.8443 -0.0880 0.29 -1.58 0.00
C -1.4355 -0.5979 -0.0212 -0.06 1.75 -0.54
C -0.2237 0.3188 -0.1130 -0.14 -0.78 1.12
C 1.2152 0.0575 -0.0029 -0.16 6.19 1.76
N -1.0094 1.3312 -0.0114 1.21 0.60 -0.38
O -2.1859 0.5410 -0.0079 -1.54 -0.33 0.30
H 1.8349 1.0629 0.1402 -1.44 -1.79 -0.98
H 1.5171 -0.4796 -0.7729 1.73 -2.34 -3.61
H 1.4817 -0.3897 0.8771 0.11 -1.71 2.32
```
Forces are in eV/Å.

The frontier orbital gap is 0.34559 Ha. Its lowest unoccupied orbital energy is -1.37 eV. The energy above the lowest of the compared OMol25 structures with the same formula, charge and spin comes out at 6.513 eV. The highest occupied orbital energy comes out at -10.8 eV. Its spin multiplicity is 1. As for the net charge: 0.

---

| no. | calculated total energy (eV) | largest force on an atom (hartree/bohr) |
| --- | --- | --- |
| 1 | -7829.0904 | 0.018 |
| 2 | -15153.4973 | 0.066 |
| 3 | -377865.9404 | 0.038 |
| 4 | -43992.4021 | 0.028 |
| 5 | -11351.5062 | 0.096 |
| 6 | -7416.6121 | 0.037 |
| 7 | -19231.5361 | 0.050 |
| 8 | -7726.2314 | 0.125 |